Entry 1:
The following is a DFT calculation (ωB97M-V with the def2-TZVPD basis set) of a structure of composition C38H62IN5O6SSiTeY in a non-equilibrium geometry.

Each line ends with the Mulliken charge.
Cartesian coordinates (Å):
Y (0.533, 0.469, -0.064)  -0.30
C (-1.429, 1.097, 4.055)  -1.13
C (-2.687, 1.674, 3.411)  0.60
C (-2.596, 3.187, 3.239)  -1.80
C (-2.984, 0.921, 2.130)  0.17
C (-3.565, -0.341, 2.208)  -0.48
C (-3.931, -1.038, 1.072)  -0.67
C (-3.762, -0.484, -0.192)  0.83
C (-4.223, -1.216, -1.416)  -1.71
C (-3.192, 0.782, -0.276)  -0.60
C (-2.785, 1.470, 0.862)  -0.58
H (-1.126, 1.681, 4.926)  0.61
H (-0.601, 1.095, 3.337)  -0.07
H (-1.591, 0.069, 4.370)  0.23
H (-3.523, 1.468, 4.088)  0.58
H (-1.764, 3.478, 2.592)  0.17
H (-2.435, 3.663, 4.206)  0.48
H (-3.515, 3.589, 2.810)  0.41
H (-3.760, -0.773, 3.184)  0.39
H (-4.383, -2.019, 1.169)  0.41
H (-3.900, -0.707, -2.325)  0.28
H (-5.312, -1.285, -1.442)  0.44
H (-3.831, -2.235, -1.428)  0.29
H (-3.122, 1.270, -1.238)  0.62
H (-2.433, 2.489, 0.764)  0.46
C (2.723, 1.045, 2.790)  -1.64
C (2.764, -0.475, 2.806)  1.56
C (2.393, -0.980, 4.193)  -1.36
C (4.151, -0.969, 2.412)  -1.22
O (1.746, -0.914, 1.827)  1.67
Si (1.299, -2.488, 1.432)  -0.89
S (-0.341, -2.090, 0.217)  -0.89
O (2.610, -3.143, 0.696)  0.57
C (2.966, -4.542, 0.585)  1.57
C (1.768, -5.336, 0.083)  -1.30
C (4.096, -4.623, -0.438)  -1.66
C (3.457, -5.061, 1.931)  -1.59
O (0.971, -3.429, 2.707)  0.96
C (-0.184, -3.879, 3.447)  1.92
C (-0.976, -4.871, 2.600)  -1.87
C (-1.054, -2.689, 3.822)  -1.57
C (0.367, -4.561, 4.692)  -1.84
H (3.509, 1.451, 3.428)  0.55
H (1.770, 1.405, 3.174)  -0.05
H (2.883, 1.437, 1.784)  0.16
H (3.074, -0.546, 4.926)  0.50
H (2.462, -2.065, 4.253)  0.29
H (1.380, -0.671, 4.447)  -0.02
H (4.872, -0.632, 3.159)  0.54
H (4.445, -0.560, 1.448)  0.06
H (4.182, -2.054, 2.373)  0.09
H (1.427, -4.939, -0.875)  0.23
H (0.944, -5.278, 0.796)  -0.02
H (2.035, -6.384, -0.049)  0.57
H (3.757, -4.251, -1.404)  0.28
H (4.419, -5.657, -0.559)  0.50
H (4.954, -4.040, -0.097)  0.29
H (2.669, -5.005, 2.678)  0.06
H (4.312, -4.478, 2.276)  0.33
H (3.776, -6.099, 1.830)  0.56
H (-1.295, -4.408, 1.667)  0.23
H (-1.862, -5.197, 3.147)  0.54
H (-0.377, -5.755, 2.377)  0.40
H (-1.409, -2.189, 2.921)  0.17
H (-0.480, -1.987, 4.423)  0.28
H (-1.918, -3.012, 4.407)  0.68
H (1.012, -5.396, 4.418)  0.40
H (-0.451, -4.945, 5.303)  0.42
H (0.944, -3.854, 5.289)  0.34
I (-1.995, 0.822, -6.165)  0.14
C (-1.372, 0.063, -4.350)  -1.09
C (-1.118, -1.257, -4.017)  -0.44
N (-0.737, -1.260, -2.735)  0.26
N (-0.726, -0.034, -2.210)  0.90
C (-1.109, 0.784, -3.183)  -0.73
H (-1.200, -2.165, -4.590)  0.56
H (-0.481, -2.028, -2.120)  -0.23
H (-1.183, 1.847, -3.014)  0.90
N (4.615, -1.987, -2.770)  -0.58
C (4.637, -1.174, -1.560)  -0.58
C (3.228, -0.716, -1.231)  0.59
O (2.268, -1.324, -1.899)  0.02
O (2.967, 0.143, -0.407)  -0.51
H (5.258, -2.764, -2.718)  0.23
H (4.843, -1.447, -3.595)  0.20
H (2.746, -1.970, -2.479)  0.45
H (5.290, -0.299, -1.589)  0.45
H (4.945, -1.779, -0.707)  0.14
Te (0.769, 3.423, 0.269)  0.44
C (1.145, 4.469, 2.077)  -0.10
C (1.777, 5.703, 1.953)  -0.69
C (2.088, 6.455, 3.073)  -0.71
C (1.771, 5.984, 4.338)  -0.58
C (1.132, 4.762, 4.467)  -0.87
C (0.820, 4.013, 3.343)  0.36
H (2.029, 6.084, 0.970)  0.38
H (2.577, 7.413, 2.954)  0.41
H (2.012, 6.570, 5.216)  0.38
H (0.867, 4.387, 5.448)  0.44
H (0.301, 3.080, 3.464)  0.38
N (1.553, 1.520, -2.224)  -0.24
C (1.841, 2.488, -2.798)  0.15
N (2.162, 3.564, -3.447)  -0.02
C (3.067, 4.567, -2.860)  -0.64
C (2.288, 5.859, -2.607)  -0.22
O (1.634, 6.286, -3.787)  -0.43
C (0.670, 5.343, -4.208)  -0.46
C (1.349, 4.028, -4.581)  -0.46
H (3.878, 4.750, -3.569)  0.30
H (3.475, 4.169, -1.932)  0.39
H (2.966, 6.660, -2.313)  0.37
H (1.554, 5.692, -1.805)  0.11
H (0.160, 5.769, -5.071)  0.39
H (-0.063, 5.171, -3.406)  0.26
H (2.014, 4.185, -5.434)  0.26
H (0.625, 3.255, -4.839)  0.31

Output
F_max in Eh/bohr: 0.0231
E_HOMO in eV: -9.47
ΔE to the lowest compared entry with this formula, charge and spin in eV: 0.000
E_tot in eV: -95301.7878
LUMO level in eV: -1.982
Total charge: +1
Orbital gap in eV: 7.5

Entry 2:
The following is a DFT calculation (ωB97M-V with the def2-TZVPD basis set) of a structure of composition C38H62N11O4S3Sn in a non-equilibrium geometry.

Each line ends with the Mulliken charge.
Cartesian coordinates (Å):
Sn (-11.048, 1.189, 19.553)  0.58
N (-9.331, -2.467, 22.058)  -0.43
C (-9.799, -1.596, 21.147)  0.56
S (-10.681, -0.256, 21.783)  -0.49
N (-9.575, -1.823, 19.837)  -1.21
N (-9.776, -0.735, 19.089)  0.81
C (-9.022, -0.608, 18.001)  -0.72
C (-9.236, 0.455, 17.077)  0.69
C (-8.499, 0.689, 15.940)  -0.78
C (-8.955, 1.580, 14.989)  -0.32
C (-10.150, 2.266, 15.197)  -0.93
C (-10.781, 2.109, 16.428)  0.03
N (-10.375, 1.224, 17.338)  0.05
H (-9.914, -2.534, 22.896)  0.27
H (-8.990, -3.379, 21.690)  0.27
H (-8.306, -1.391, 17.700)  0.37
H (-7.623, 0.104, 15.686)  0.43
H (-8.457, 1.614, 14.043)  0.43
H (-10.628, 2.928, 14.540)  0.55
H (-11.717, 2.624, 16.651)  0.36
C (-18.816, 4.543, 21.634)  -0.78
O (-17.561, 4.851, 21.062)  -0.25
C (-16.438, 4.659, 21.889)  -0.41
C (-15.200, 4.937, 21.044)  -0.30
O (-15.119, 6.344, 20.773)  -0.31
C (-13.950, 7.004, 21.275)  0.07
C (-13.771, 8.365, 20.598)  -0.65
O (-12.884, 8.351, 19.536)  -0.12
C (-13.389, 8.898, 18.335)  -0.90
H (-18.848, 3.632, 22.290)  0.30
H (-19.295, 5.400, 22.189)  0.27
H (-19.451, 4.287, 20.798)  0.25
H (-16.430, 5.392, 22.699)  0.27
H (-16.379, 3.603, 22.294)  0.28
H (-14.290, 4.662, 21.639)  0.32
H (-15.188, 4.357, 20.094)  0.18
H (-14.220, 7.232, 22.334)  0.23
H (-13.003, 6.446, 21.196)  -0.04
H (-14.799, 8.686, 20.240)  0.50
H (-13.409, 9.089, 21.377)  0.17
H (-13.412, 9.970, 18.404)  0.35
H (-12.765, 8.586, 17.467)  0.22
H (-14.411, 8.567, 18.096)  0.35
C (-12.794, -2.940, 18.487)  -0.99
N (-12.829, -1.445, 18.317)  0.06
C (-13.465, -0.544, 19.097)  -0.13
S (-13.468, 1.127, 18.520)  -0.04
N (-13.814, -0.772, 20.370)  0.04
C (-14.576, 0.186, 21.181)  -0.98
H (-11.933, -3.322, 17.945)  0.37
H (-13.777, -3.430, 18.191)  0.27
H (-12.679, -3.200, 19.536)  0.32
H (-12.457, -1.013, 17.461)  0.24
H (-13.601, -1.655, 20.821)  0.25
H (-15.003, -0.260, 22.075)  0.38
H (-15.347, 0.514, 20.489)  0.40
H (-13.944, 1.061, 21.463)  0.23
C (-17.477, -0.257, 15.132)  -0.94
C (-16.447, -1.269, 14.679)  0.02
C (-15.837, -1.197, 13.277)  -0.78
C (-14.988, 0.016, 12.986)  -0.75
N (-15.823, 1.243, 12.885)  -0.06
C (-15.623, 2.367, 13.668)  -0.44
S (-14.704, 2.342, 15.084)  0.04
N (-16.136, 3.468, 13.050)  -0.09
C (-16.015, 4.739, 13.717)  -0.42
C (-17.334, 5.453, 13.639)  -0.95
C (-18.337, 4.969, 14.686)  -0.32
C (-18.513, 3.465, 14.838)  -0.70
H (-18.133, -0.710, 15.938)  0.42
H (-18.210, 0.037, 14.324)  0.22
H (-17.133, 0.687, 15.580)  0.10
H (-16.950, -2.221, 14.756)  0.31
H (-15.573, -1.263, 15.371)  -0.07
H (-16.578, -1.202, 12.495)  0.33
H (-15.213, -2.090, 13.104)  0.38
H (-14.396, -0.095, 12.090)  0.40
H (-14.279, 0.233, 13.746)  0.35
H (-16.248, 1.452, 11.973)  0.24
H (-16.837, 3.388, 12.324)  0.29
H (-15.137, 5.186, 13.242)  0.37
H (-15.605, 4.661, 14.787)  0.25
H (-17.754, 5.431, 12.603)  0.34
H (-17.231, 6.508, 13.804)  0.34
H (-19.285, 5.544, 14.562)  0.32
H (-17.915, 5.346, 15.693)  0.19
H (-18.908, 2.946, 13.908)  0.22
H (-19.164, 3.227, 15.700)  0.45
H (-17.535, 2.928, 14.952)  -0.05
C (-11.230, 9.384, 24.260)  -1.24
C (-10.119, 9.219, 23.283)  0.63
C (-8.859, 8.681, 23.560)  -0.67
C (-7.936, 8.495, 22.542)  -0.54
C (-8.179, 8.966, 21.204)  0.32
N (-7.234, 8.825, 20.162)  -0.19
C (-7.288, 8.057, 18.926)  0.10
O (-6.403, 8.178, 18.111)  -0.63
N (-8.504, 7.353, 18.767)  0.01
C (-8.845, 6.363, 19.723)  -0.18
C (-8.027, 5.253, 20.043)  -0.41
C (-8.416, 4.502, 21.191)  -0.57
C (-9.658, 4.796, 21.803)  -0.71
N (-10.416, 5.815, 21.401)  -0.20
C (-10.111, 6.489, 20.307)  -0.05
C (-9.367, 9.624, 20.925)  -0.47
C (-10.315, 9.664, 21.914)  -0.31
H (-11.159, 8.574, 25.020)  0.34
H (-12.200, 9.189, 23.799)  0.23
H (-11.263, 10.439, 24.663)  0.29
H (-8.748, 8.201, 24.526)  0.36
H (-6.969, 8.038, 22.720)  0.43
H (-6.324, 9.137, 20.360)  0.24
H (-8.696, 7.171, 17.801)  0.29
H (-7.198, 4.979, 19.386)  0.51
H (-7.861, 3.625, 21.522)  0.51
H (-10.002, 4.130, 22.615)  0.44
H (-10.885, 7.088, 19.914)  0.66
H (-9.566, 10.072, 19.982)  0.46
H (-11.282, 10.074, 21.636)  0.37

Output
F_max in Eh/bohr: 0.0624
E_HOMO in eV: -9.68
ΔE to the lowest compared entry with this formula, charge and spin in eV: 3.203
E_tot in eV: -103322.3896
LUMO level in eV: -3.849
Total charge: +1
Orbital gap in eV: 5.8